(1)
{"formula": "C18H26N2O6S", "method": "ωB97M-V/def2-TZVPD", "symbols": ["C", "O", "C", "C", "C", "C", "S", "O", "O", "N", "C", "C", "C", "C", "N", "C", "O", "C", "O", "C", "O", "C", "C", "C", "C", "C", "C", "H", "H", "H", "H", "H", "H", "H", "H", "H", "H", "H", "H", "H", "H", "H", "H", "H", "H", "H", "H", "H", "H", "H", "H", "H", "H"], "coordinates": [[-0.621, -2.928, 2.077], [-0.368, -1.624, 1.604], [0.854, -1.356, 1.052], [1.885, -2.275, 0.930], [3.090, -1.895, 0.355], [3.252, -0.605, -0.097], [4.782, -0.120, -0.889], [4.527, 0.146, -2.273], [5.790, -1.096, -0.569], [5.071, 1.347, -0.120], [5.547, 1.159, 1.228], [5.799, 2.321, -0.899], [2.239, 0.331, 0.009], [1.035, -0.032, 0.590], [-0.038, 0.843, 0.746], [-0.075, 2.180, 0.531], [0.848, 2.869, 0.165], [-1.448, 2.796, 0.819], [-2.431, 1.820, 1.133], [-3.540, 1.768, 0.365], [-3.766, 2.540, -0.525], [-4.409, 0.611, 0.784], [-4.364, -0.529, -0.245], [-5.027, -0.185, -1.586], [-4.322, -1.062, -2.639], [-3.221, -1.823, -1.885], [-2.955, -0.962, -0.655], [-1.637, -2.905, 2.469], [-0.559, -3.665, 1.271], [0.068, -3.203, 2.880], [1.765, -3.288, 1.278], [3.907, -2.591, 0.257], [4.913, 0.417, 1.710], [6.584, 0.804, 1.251], [5.473, 2.103, 1.768], [5.581, 3.318, -0.517], [5.448, 2.238, -1.925], [6.881, 2.148, -0.873], [2.394, 1.333, -0.350], [-0.881, 0.414, 1.113], [-1.348, 3.480, 1.669], [-1.768, 3.374, -0.056], [-4.061, 0.251, 1.753], [-5.437, 0.965, 0.874], [-4.876, -1.390, 0.198], [-6.101, -0.369, -1.555], [-4.875, 0.870, -1.807], [-3.883, -0.437, -3.416], [-5.015, -1.749, -3.121], [-2.330, -1.969, -2.492], [-3.586, -2.803, -1.574], [-2.428, -1.496, 0.134], [-2.366, -0.090, -0.945]], "e_homo_ev": -8.7470, "de_lowest_kj_mol": 143.83, "homo_lumo_gap_ev": 9.15, "smiles": "COc1ccc(S(=O)(=O)N(C)C)cc1NC(=O)COC(=O)CC1CCCC1", "max_force_ev_per_a": 1.105}

***

(2)
{"formula": "C18H26N2OPdS2", "method": "ωB97M-V/def2-TZVPD", "symbols": ["Pd", "C", "C", "C", "C", "C", "C", "C", "C", "C", "C", "H", "H", "H", "H", "H", "H", "H", "H", "H", "H", "H", "H", "H", "H", "O", "S", "C", "C", "C", "C", "H", "H", "H", "H", "H", "H", "H", "H", "S", "C", "N", "C", "C", "C", "N", "H", "H", "H", "H"], "coordinates": [[0.901, 0.219, 1.039], [-1.458, 3.417, 5.031], [-0.782, 2.053, 4.987], [-1.189, 1.200, 6.269], [-1.139, 1.169, 3.876], [-0.264, 0.070, 3.536], [-0.628, -0.871, 2.592], [-1.921, -0.798, 1.974], [-2.437, -1.914, 1.159], [-2.743, 0.330, 2.256], [-2.375, 1.269, 3.178], [-1.045, 3.991, 5.858], [-2.530, 3.335, 5.208], [-1.293, 3.984, 4.115], [0.308, 2.143, 5.044], [-2.267, 1.048, 6.293], [-0.892, 1.809, 7.124], [-0.678, 0.241, 6.324], [0.649, -0.051, 4.111], [-0.059, -1.795, 2.497], [-1.650, -2.528, 0.722], [-3.143, -1.579, 0.400], [-3.010, -2.573, 1.832], [-3.702, 0.408, 1.757], [-3.038, 2.094, 3.403], [-0.593, -1.175, -4.861], [-0.986, -1.886, -6.087], [-2.369, -1.165, -7.021], [-1.688, -0.641, -8.285], [-0.580, -1.634, -8.667], [0.255, -1.923, -7.418], [-2.839, -0.431, -6.368], [-3.058, -1.989, -7.215], [-1.272, 0.350, -8.101], [-2.429, -0.557, -9.079], [0.074, -1.214, -9.431], [-1.001, -2.558, -9.063], [0.963, -1.133, -7.158], [0.744, -2.895, -7.395], [2.269, 1.914, 0.310], [3.562, 0.932, 0.960], [4.857, 1.296, 0.943], [5.820, 0.482, 1.421], [5.456, -0.745, 1.936], [4.105, -1.073, 1.944], [3.176, -0.229, 1.464], [5.117, 2.205, 0.556], [6.841, 0.843, 1.371], [6.204, -1.426, 2.321], [3.756, -2.021, 2.336]], "e_homo_ev": [-20.1735, -20.9758], "de_lowest_kj_mol": 94.89, "homo_lumo_gap_ev": [7.73, 5.62], "spin_multiplicity": 5, "max_force_ev_per_a": 0.468, "total_charge": 4}

***

(3)
{"formula": "C18H26N6O4", "method": "ωB97M-V/def2-TZVPD", "symbols": ["C", "N", "O", "O", "H", "H", "H", "C", "N", "O", "O", "H", "H", "H", "N", "C", "C", "C", "C", "H", "H", "H", "H", "H", "N", "C", "C", "C", "C", "H", "H", "H", "H", "H", "N", "C", "C", "C", "C", "H", "H", "H", "H", "H", "N", "C", "C", "C", "C", "H", "H", "H", "H", "H"], "coordinates": [[0.072, 5.426, 0.934], [1.324, 6.147, 0.726], [1.541, 7.119, 1.514], [2.062, 5.830, -0.237], [-0.161, 5.347, 1.995], [0.101, 4.414, 0.529], [-0.681, 6.043, 0.444], [2.862, 0.987, 0.149], [1.456, 1.055, -0.027], [0.834, 0.104, -0.452], [0.981, 2.131, 0.288], [3.220, 2.004, 0.311], [3.254, 0.431, -0.702], [2.905, 0.572, 1.156], [-2.115, -2.424, -0.201], [-3.117, -2.724, 0.734], [-3.750, -1.513, 1.019], [-3.233, -0.502, 0.264], [-2.199, -1.122, -0.456], [-1.413, -3.111, -0.435], [-3.214, -3.696, 1.195], [-4.459, -1.460, 1.831], [-3.498, 0.538, 0.388], [-1.447, -0.770, -1.147], [2.165, -3.633, 2.728], [2.112, -2.808, 1.628], [3.359, -2.133, 1.582], [4.111, -2.440, 2.683], [3.354, -3.328, 3.389], [1.435, -4.194, 3.142], [1.304, -2.906, 0.918], [3.805, -1.621, 0.742], [5.125, -2.137, 2.898], [3.457, -3.868, 4.319], [-3.076, 3.312, 0.466], [-3.799, 4.208, -0.227], [-3.332, 4.386, -1.461], [-2.364, 3.375, -1.707], [-2.176, 2.794, -0.434], [-3.154, 3.074, 1.444], [-4.701, 4.666, 0.153], [-3.768, 4.986, -2.246], [-1.783, 3.165, -2.592], [-1.430, 2.130, -0.023], [1.617, -2.960, -2.608], [1.509, -3.873, -3.616], [0.508, -4.769, -3.385], [-0.127, -4.285, -2.234], [0.514, -3.109, -1.841], [2.299, -2.245, -2.402], [2.160, -3.847, -4.478], [0.097, -5.610, -3.923], [-0.975, -4.726, -1.731], [0.429, -2.433, -1.003]], "e_homo_ev": [-10.6772, -10.6771], "homo_lumo_gap_ev": [7.52, 3.47], "spin_multiplicity": 2, "max_force_ev_per_a": 3.556, "total_charge": 1}

***

(4)
{"formula": "C18H27As2N2ORhS", "method": "ωB97M-V/def2-TZVPD", "symbols": ["Rh", "C", "As", "C", "C", "C", "C", "C", "C", "C", "As", "C", "C", "H", "H", "H", "H", "H", "H", "H", "H", "H", "H", "H", "H", "H", "H", "H", "H", "C", "O", "H", "H", "H", "N", "C", "S", "N", "C", "C", "C", "C", "C", "C", "H", "H", "H", "H", "H", "H", "H", "H"], "coordinates": [[1.132, -18.437, -0.701], [2.614, -15.542, 0.372], [0.865, -16.232, -0.082], [0.324, -14.624, -1.023], [-0.237, -16.291, 1.504], [-0.183, -15.277, 2.461], [-0.722, -15.497, 3.723], [-1.412, -16.661, 4.005], [-1.536, -17.636, 3.040], [-0.908, -17.460, 1.794], [-0.631, -19.034, 0.632], [-0.494, -20.563, 1.859], [-2.403, -19.372, -0.104], [2.556, -14.467, 0.434], [3.264, -15.877, -0.456], [2.948, -16.003, 1.297], [0.357, -13.714, -0.412], [-0.689, -14.781, -1.397], [1.050, -14.528, -1.857], [0.313, -14.323, 2.219], [-0.581, -14.762, 4.522], [-1.776, -16.826, 5.008], [-2.119, -18.535, 3.249], [-1.390, -20.590, 2.481], [0.425, -20.483, 2.454], [-0.472, -21.450, 1.206], [-2.799, -20.317, 0.332], [-2.248, -19.550, -1.174], [-3.050, -18.506, 0.068], [3.599, -18.954, 0.965], [2.699, -19.528, 0.058], [3.106, -18.345, 1.719], [4.422, -18.450, 0.471], [4.128, -19.807, 1.495], [1.559, -20.600, -2.842], [0.850, -19.778, -3.613], [0.165, -18.367, -2.871], [0.668, -20.010, -4.950], [-0.017, -19.121, -5.859], [0.657, -18.589, -6.979], [-0.119, -17.998, -7.965], [-1.440, -17.660, -7.730], [-2.021, -17.974, -6.502], [-1.358, -18.759, -5.604], [1.791, -20.263, -1.895], [2.056, -21.395, -3.162], [1.053, -20.872, -5.366], [1.726, -18.709, -7.011], [0.363, -17.778, -8.950], [-2.058, -17.204, -8.510], [-3.020, -17.591, -6.259], [-1.878, -19.147, -4.757]], "e_homo_ev": [-14.0560, -14.2886], "de_lowest_kj_mol": 0.00, "homo_lumo_gap_ev": [8.73, 5.12], "spin_multiplicity": 5, "max_force_ev_per_a": 4.069, "total_charge": 2}

***

(5)
{"formula": "C18H27Br9N6O7", "method": "ωB97M-V/def2-TZVPD", "symbols": ["C", "Br", "Br", "Br", "H", "C", "Br", "Br", "Br", "H", "C", "Br", "Br", "Br", "H", "C", "C", "C", "C", "C", "C", "O", "O", "H", "H", "H", "H", "H", "H", "C", "C", "C", "C", "C", "C", "O", "O", "H", "H", "H", "H", "H", "H", "C", "O", "N", "N", "H", "H", "H", "H", "C", "O", "N", "N", "H", "H", "H", "H", "C", "O", "N", "N", "H", "H", "H", "H"], "coordinates": [[0.742, 3.603, 0.912], [-1.172, 3.311, 1.415], [2.039, 2.838, 2.142], [0.897, 5.560, 0.681], [0.853, 3.257, -0.116], [-4.891, 0.508, 2.117], [-4.209, -1.261, 2.401], [-6.887, 0.589, 1.817], [-3.795, 1.226, 0.637], [-4.479, 1.118, 2.921], [-0.188, -4.442, 1.561], [1.557, -5.501, 1.749], [-1.010, -4.095, 3.307], [-1.551, -5.381, 0.301], [0.122, -3.462, 1.199], [1.753, -0.368, 4.986], [1.472, 0.390, 6.136], [0.147, 0.838, 6.390], [-0.880, 0.431, 5.487], [-0.547, -0.320, 4.351], [0.750, -0.776, 4.142], [0.990, -1.680, 3.145], [-0.108, 1.610, 7.469], [2.755, -0.758, 4.887], [2.275, 0.580, 6.832], [-1.887, 0.800, 5.617], [-1.177, -0.562, 3.508], [1.450, -2.428, 3.533], [0.716, 1.923, 7.850], [-1.462, 2.740, -3.430], [-1.728, 3.565, -4.498], [-2.521, 3.106, -5.546], [-3.129, 1.885, -5.536], [-2.895, 1.008, -4.447], [-2.092, 1.444, -3.451], [-2.150, 0.659, -2.299], [-2.681, 3.810, -6.730], [-0.783, 3.042, -2.647], [-1.388, 4.588, -4.553], [-3.636, 1.550, -6.429], [-3.406, 0.057, -4.479], [-1.325, 0.808, -1.831], [-1.848, 4.265, -6.873], [3.595, 1.026, -2.597], [3.837, 2.191, -2.537], [2.329, 0.546, -2.608], [4.552, 0.166, -2.742], [1.616, 1.162, -2.245], [2.148, -0.446, -2.544], [4.357, -0.821, -2.659], [5.499, 0.497, -2.620], [2.081, -3.620, -2.063], [2.690, -2.672, -1.713], [2.501, -4.875, -2.267], [0.891, -3.505, -2.461], [1.694, -5.474, -2.365], [3.428, -5.122, -1.950], [0.451, -4.276, -2.944], [0.430, -2.607, -2.415], [0.341, -0.020, 0.033], [0.178, 0.656, -0.991], [-0.548, 0.001, 0.961], [1.274, -0.909, 0.300], [-0.341, -0.557, 1.777], [-0.902, 0.934, 1.113], [2.129, -0.923, -0.237], [1.076, -1.423, 1.146]], "e_homo_ev": [-2.0265, -6.0676], "homo_lumo_gap_ev": [3.45, 7.49], "spin_multiplicity": 2, "max_force_ev_per_a": 7.100, "total_charge": -1}

***

(6)
{"formula": "C18H27BrN2O5S3", "method": "ωB97M-V/def2-TZVPD", "symbols": ["C", "C", "O", "C", "C", "C", "C", "C", "N", "S", "N", "C", "C", "C", "Br", "H", "H", "H", "H", "H", "H", "H", "H", "H", "H", "H", "C", "C", "C", "S", "O", "O", "C", "H", "H", "H", "H", "H", "H", "H", "H", "C", "C", "C", "S", "O", "O", "C", "H", "H", "H", "H", "H", "H", "H", "H"], "coordinates": [[-3.139, -5.315, -0.016], [-1.743, -5.957, -0.106], [-0.855, -5.224, -0.927], [0.071, -4.426, -0.230], [-0.575, -3.225, 0.477], [0.467, -2.257, 0.953], [0.855, -2.259, 2.257], [1.883, -1.387, 2.679], [2.373, -1.273, 3.919], [3.506, -0.148, 3.851], [3.459, 0.254, 2.304], [2.511, -0.507, 1.748], [2.095, -0.489, 0.396], [1.106, -1.339, 0.038], [0.485, -1.252, -1.751], [-3.346, -4.976, 0.999], [-3.918, -5.997, -0.344], [-3.143, -4.429, -0.650], [-1.313, -6.082, 0.893], [-1.830, -6.958, -0.531], [0.593, -5.033, 0.520], [0.798, -4.089, -0.966], [-1.120, -3.599, 1.346], [-1.289, -2.758, -0.199], [0.379, -2.929, 2.960], [2.548, 0.192, -0.308], [4.142, 5.527, 3.093], [3.918, 4.210, 2.336], [2.712, 3.515, 2.978], [1.677, 4.826, 3.646], [1.645, 4.704, 5.081], [0.454, 4.921, 2.892], [2.768, 6.180, 3.211], [4.847, 6.177, 2.576], [4.542, 5.323, 4.088], [3.706, 4.423, 1.287], [4.796, 3.567, 2.368], [2.125, 2.941, 2.267], [3.003, 2.882, 3.812], [2.699, 6.944, 3.982], [2.427, 6.576, 2.256], [-4.273, 1.013, -4.677], [-3.163, 1.852, -4.027], [-2.194, 0.879, -3.344], [-2.294, -0.657, -4.278], [-2.846, -1.679, -3.426], [-1.059, -0.883, -4.985], [-3.563, -0.115, -5.419], [-4.887, 1.607, -5.352], [-4.926, 0.596, -3.907], [-2.636, 2.417, -4.798], [-3.564, 2.568, -3.311], [-1.162, 1.221, -3.360], [-2.491, 0.649, -2.323], [-4.199, -0.963, -5.660], [-3.061, 0.246, -6.316]], "e_homo_ev": -9.1576, "homo_lumo_gap_ev": 8.43, "max_force_ev_per_a": 0.575}

***

- Which formula does entry 2 have?
  C18H26N2OPdS2